Record 1
Computed, not measured: a molecular structure, C24H32AsNOPtSTe, with wB97M-V/def2-TZVPD.

The geometry in XYZ format:
```
62
Properties=species:S:1:pos:R:3
Pt 0.0022 0.5704 -0.4658
Te 0.8474 -1.6389 0.4348
As 0.4744 2.0528 2.8740
S 2.0356 1.4948 -1.2237
O -1.9277 0.6118 0.1007
N -0.2539 2.5148 -1.0428
C -4.2340 0.3716 0.3777
C -0.0409 -3.0888 -2.1279
C -2.9397 -0.3562 0.0056
C 0.8611 2.4281 4.7666
C 2.8189 -1.8144 -0.3003
C -1.0884 4.6712 -1.4470
C -1.4542 2.3822 2.9611
C 3.1366 -1.5417 -1.6253
C -0.6341 -5.5071 -0.8935
C -0.4985 -4.1596 -2.8800
C 0.9878 2.8746 -1.4082
C 1.2443 4.1773 -1.8248
C -0.1691 -4.4387 -0.1367
C 5.1025 -2.4330 0.1280
C 0.1898 5.0704 -1.8386
C -1.2770 3.3638 -1.0475
C -3.0518 -0.9033 -1.4158
C 0.9856 3.8262 2.2050
C 3.8004 -2.2590 0.5774
C 4.4377 -1.7232 -2.0704
C 5.4195 -2.1680 -1.1957
C 0.1266 -3.2325 -0.7560
C -2.7159 -1.4939 1.0032
C -0.7962 -5.3681 -2.2631
H -0.8686 -6.4461 -0.4092
H 5.8667 -2.7754 0.8135
H 0.1631 -2.1393 -2.6073
H 0.5838 3.9727 1.2032
H -1.9178 5.3630 -1.4491
H -2.5252 -1.0801 1.9948
H 1.9389 2.5024 4.9110
H -3.5842 -2.1551 1.0555
H 2.2442 4.4656 -2.1163
H -5.0962 -0.2979 0.3345
H -3.2546 -0.0858 -2.1103
H 0.4886 1.6094 5.3821
H 2.3799 -1.1710 -2.3036
H -3.8515 -1.6436 -1.5006
H -4.4018 1.1992 -0.3139
H -1.8716 2.2746 1.9595
H -1.8655 -2.1151 0.7143
H 6.4346 -2.3034 -1.5459
H -2.1146 -1.3758 -1.7118
H 3.5547 -2.4683 1.6114
H 0.3912 3.3591 5.0866
H -0.6326 -4.0466 -3.9480
H 0.3589 6.0923 -2.1541
H -1.6598 3.3737 3.3670
H 2.0711 3.9053 2.1550
H -4.1550 0.7767 1.3881
H -0.0425 -4.5508 0.9332
H 4.6848 -1.5069 -3.1017
H 0.5938 4.6041 2.8621
H -2.2216 2.9521 -0.7147
H -1.1587 -6.2006 -2.8521
H -1.9215 1.6283 3.5955
```

The calculation puts the lowest unoccupied orbital energy at 0.014 Ha. The calculation puts the HOMO energy at -7.4962 eV. The total energy comes out at -4085.00702 a.u. Its strongest force on any atom is 0.20 eV Å⁻¹. Its frontier orbital gap is 7.8825 eV. For the energy above the lowest of the compared OMol25 structures with the same formula, charge and spin, the calculation gives 55.0 kJ/mol.


Record 2
Computed, not measured: a molecular structure, C24H32BF4N5O5PdS at a distorted geometry, with wB97M-V/def2-TZVPD.

The geometry in XYZ format:
```
73
Properties=species:S:1:pos:R:3
Pd 1.8625 0.5670 0.2454
S 1.8326 2.9703 0.2256
F 2.4000 -0.6061 4.1676
F 2.6218 1.7244 4.1320
F 1.8471 0.5918 2.2244
F 0.4917 0.7495 4.1381
O 3.5099 0.6154 0.2580
O 0.7197 2.5762 -0.7028
O 4.2349 -1.5281 0.5755
O -4.7241 1.9155 -3.2345
O -0.3006 -1.9031 -0.0275
N 1.9385 -1.5302 0.2728
N 0.9840 -3.7229 0.1696
N -5.0109 -0.0375 -2.1796
N -2.9342 1.1378 -2.1441
N -0.1744 0.5987 0.2420
C -4.2035 -4.1401 -1.6560
C 3.3736 2.9322 -0.7455
C -2.9610 0.3126 0.2000
C 1.7347 4.7829 0.4400
C -0.2072 -4.5286 0.0213
C -2.2321 -0.0110 1.3393
C -0.8558 0.1415 1.3134
C 2.1107 5.2056 1.8571
C 1.0524 4.8366 2.8906
C -4.6896 -1.3964 -2.0182
C -3.2168 -3.3039 -2.1746
C -3.4601 -1.9458 -2.3619
C 0.8312 -2.3232 0.1333
C -4.2316 1.0249 -2.5356
C 5.8813 3.0144 -0.6914
C -0.9140 0.9036 -0.8457
C 2.1927 -4.3267 0.3362
C -3.9451 -5.6052 -1.4429
C 4.6003 3.2110 0.1069
C 3.1736 -2.1198 0.4404
C -5.6916 -2.2374 -1.5312
C -5.4481 -3.5949 -1.3430
C -2.2964 0.7625 -0.9337
C 3.2824 -3.5919 0.4708
B 1.8418 0.6140 3.6679
H -2.4339 1.8108 -2.7074
H 3.2879 3.6406 -1.5812
H -0.3357 1.2680 -1.6857
H 0.0247 -5.5954 0.0640
H 2.3820 5.2744 -0.2922
H 4.5793 4.2402 0.4850
H -4.0791 -5.8627 -0.3884
H 3.4387 1.9290 -1.1679
H 5.9622 1.9858 -1.0525
H 0.7064 5.0833 0.2165
H -0.2523 -0.0979 2.1791
H -6.6688 -1.8412 -1.2717
H 4.6147 2.5493 0.9780
H -6.2375 -4.2276 -0.9472
H -2.6740 -1.3441 -2.8014
H -4.6322 -6.2031 -2.0484
H 0.0817 5.2692 2.6292
H -2.9249 -5.8770 -1.7256
H -0.9120 -4.2822 0.8205
H -2.2459 -3.7030 -2.4438
H 5.9127 3.6867 -1.5554
H 3.0700 4.7732 2.1569
H 6.7545 3.2244 -0.0663
H -0.6755 -4.3024 -0.9353
H 1.3380 5.2203 3.8743
H 2.2258 -5.4090 0.3530
H -4.0412 0.2257 0.2329
H 0.9349 3.7538 2.9778
H 4.2670 -4.0118 0.6054
H 2.2345 6.2952 1.8711
H -5.9925 0.1603 -2.3056
H -2.7297 -0.3687 2.2323
```

The calculation puts the lowest unoccupied orbital energy (alpha / beta) at 0.146 / 0.146 Ha. The total charge is -2. The calculation puts the HOMO energy (alpha / beta) at 0.4373 / 1.1540 eV. The total energy comes out at -2534.17875 a.u. Its strongest force on any atom is 8.16 eV Å⁻¹. Its frontier orbital gap (alpha / beta) is 3.5268 / 2.8103 eV. For the energy above the lowest of the compared OMol25 structures with the same formula, charge and spin, the calculation gives 544.1 kJ/mol.


Record 3
Computed, not measured: a molecular structure, C24H32Br4Ge2O3W at a distorted geometry, with wB97M-V/def2-TZVPD.

The geometry in XYZ format:
```
66
Properties=species:S:1:pos:R:3
W 0.4725 -0.9957 0.5993
Br 6.8280 -3.6896 -0.5660
Br 7.4662 -0.8481 0.9739
Br 4.9061 1.1306 1.8681
Br 3.6532 -4.5880 -1.1294
Ge -1.3002 0.4283 1.9301
Ge 0.4086 1.2877 -0.5119
O 1.7835 -2.3859 0.0222
O 0.5975 -2.0121 2.4163
O 2.2361 -0.2767 1.0325
C -2.0025 3.4942 -3.8061
C 1.5374 2.7853 0.0118
C 4.6675 -0.5252 1.0343
C -3.3867 3.5088 -3.9136
C -3.8711 0.5094 3.3490
C -2.1867 2.3134 -1.6959
C -3.5865 2.3371 -1.8274
C -4.1768 2.9253 -2.9260
C 3.0854 -2.1694 0.1720
C 5.4235 -2.5917 -0.0140
C 1.2612 4.1008 -0.7152
C -2.2587 -1.7124 -0.8980
C -2.4765 -0.1071 3.3933
C 4.1165 -3.0000 -0.2618
C -2.1777 1.4581 0.6342
C 1.1478 -0.0199 -1.8458
C -1.4131 2.8915 -2.7109
C 0.8999 -3.4654 2.6330
C 0.8969 0.4769 -3.2860
C 5.7012 -1.3627 0.6412
C -0.0728 -4.0303 3.6287
C -1.5327 1.7243 -0.5414
C -0.9034 -2.2223 -0.3803
C 3.3667 -0.9505 0.7852
H -0.3314 2.9050 -2.6310
H -2.8792 -1.2745 -0.1157
H 0.0136 -3.5447 4.6019
H 1.2701 1.4891 -3.4356
H 1.8842 4.8906 -0.2976
H -2.5038 -1.1990 3.2723
H -4.4082 0.2331 2.4414
H -0.3993 -2.7861 -1.1721
H -2.1326 -0.9575 -1.6761
H 2.5744 2.4679 -0.1130
H -5.2536 2.9319 -3.0222
H 0.7655 -1.0490 -1.8092
H 0.8237 -3.9087 1.6452
H -4.4580 0.1570 4.1963
H 1.9370 -3.5122 2.9602
H -3.1938 1.8110 0.7841
H -1.0351 -2.9751 0.4252
H 1.4950 4.0381 -1.7786
H 0.6850 -1.5188 3.2388
H -3.8556 3.9729 -4.7709
H -3.8351 1.5969 3.4083
H 0.2223 4.4181 -0.6162
H -4.2153 1.8724 -1.0799
H 2.2163 -0.0766 -1.6260
H -2.8101 -2.5478 -1.3299
H -0.1593 0.4507 -3.5480
H -1.3912 3.9525 -4.5709
H 1.3804 2.8991 1.0875
H 1.4331 -0.1765 -3.9733
H -2.0008 0.0593 4.3627
H -1.1002 -3.9500 3.2737
H 0.1517 -5.0874 3.7731
```

The calculation puts the lowest unoccupied orbital energy (alpha / beta) at -0.306 / -0.306 Ha. The total charge is +2. The calculation puts the HOMO energy (alpha / beta) at -13.4100 / -13.4110 eV. The total energy comes out at -15675.74073 a.u. Its strongest force on any atom is 1.47 eV Å⁻¹. Its frontier orbital gap (alpha / beta) is 5.0789 / 5.0803 eV. For the energy above the lowest of the compared OMol25 structures with the same formula, charge and spin, the calculation gives 60.4 kJ/mol.